1.
Computed, not measured: C27H81MgO40P10 as an isolated structure at a distorted geometry, with ωB97M-V/def2-TZVPD.

XYZ file:
```
159
Properties=species:S:1:pos:R:3
P -3.795 -2.310 5.022
H -1.789 -1.276 -1.521
H 0.095 6.772 -2.361
C 5.063 4.165 -4.174
H 6.052 4.781 -7.809
O -5.156 -3.048 5.508
O 2.791 3.224 -5.820
H 2.507 -5.463 1.298
H 1.890 -5.306 2.934
O -3.910 3.844 1.205
O 3.103 5.407 -7.219
O 4.433 -2.300 3.614
O -2.687 -3.145 4.655
H 2.814 -1.957 4.919
O 1.421 4.317 0.459
H 3.636 1.395 -1.435
C -4.216 -0.262 6.616
H -4.848 0.026 5.784
O -4.463 -1.351 3.909
H -3.199 -2.418 0.668
H 2.974 0.386 2.835
O 3.892 -4.585 2.684
H -2.747 2.795 -5.278
C -6.154 4.334 -0.278
H -6.785 4.750 -1.064
H 1.269 2.930 -4.418
H -1.665 -0.752 -7.147
O -1.725 -6.725 1.167
H -4.213 -4.962 5.227
H -4.229 -0.370 2.168
C -3.236 3.319 2.399
H 5.331 4.778 -3.310
H 2.363 1.580 -0.227
P 4.120 -1.079 -3.490
H 2.020 -1.341 8.120
Mg -1.023 1.482 -0.857
C 3.158 -1.656 0.393
H -0.980 -7.935 2.720
H -4.883 -0.594 7.419
O 5.147 -2.317 -3.421
H 0.882 4.081 -5.739
H -2.434 -2.840 2.186
H -2.156 3.077 2.240
C -5.148 -4.453 5.033
H 3.284 -0.600 0.678
H 5.285 3.763 -9.120
H 1.933 4.560 -4.375
H -5.941 0.783 -1.025
H 4.147 0.355 -6.708
H 1.490 -0.118 -3.301
O 0.255 3.045 -1.469
H 1.174 3.497 2.351
O 4.715 3.258 -7.105
H 4.191 -2.793 5.676
O -1.279 0.017 -5.206
H -1.114 1.718 3.772
P -3.968 2.977 -0.171
O -4.939 3.850 -1.104
P -0.802 0.008 0.818
H 1.297 -4.568 0.098
H 4.278 -1.013 5.236
O -2.928 -4.569 1.107
H 0.168 5.464 -3.650
H -2.715 -7.905 2.454
H -2.651 -0.912 2.770
H 0.732 -1.760 -3.169
H 1.244 1.063 2.868
H -3.385 4.027 3.213
H -4.150 0.360 -1.030
H 0.919 -0.241 8.972
C 1.167 -0.683 7.980
C 0.166 5.695 -2.589
C 0.509 4.011 1.673
H -2.011 -6.565 3.242
O 2.764 -1.797 -3.093
H 3.252 -6.528 2.576
H -0.294 3.359 1.369
C 1.500 -1.081 -2.773
H 1.351 -0.952 -1.694
O -4.783 1.752 0.347
H 4.969 1.023 -5.267
O 4.591 0.084 -2.765
C 3.904 -2.008 4.954
O 2.803 3.322 -1.373
O 4.048 -2.553 1.175
H 4.627 -3.476 -5.136
H 3.994 2.285 0.011
C -5.029 0.574 -0.459
H 0.205 4.971 2.092
P -1.409 -5.146 1.221
C -1.297 1.262 4.735
C 1.963 0.354 3.313
H -6.686 3.486 0.139
O 3.757 -0.724 -5.023
O 2.142 0.640 4.704
P -1.989 0.379 -3.749
H -5.874 5.066 0.490
O -3.344 -1.332 6.209
C 3.202 2.082 -0.701
H -2.635 -1.494 -5.854
H 1.416 -0.558 3.164
O -0.638 -4.735 2.394
H 0.317 -1.245 7.582
H -0.695 5.264 -2.089
C -2.052 -1.861 -2.472
P 1.380 3.912 -1.070
C 0.452 -3.914 -0.070
H 0.314 -3.238 0.798
C 2.819 -5.550 2.369
C 4.692 0.105 -5.807
H -3.580 0.583 6.941
C -3.015 2.679 -4.199
H 4.286 3.439 -3.921
H -3.044 0.134 -6.355
P 0.884 0.195 5.658
C -1.810 -7.299 2.470
H 5.925 3.565 -4.511
H -4.156 -3.129 1.929
H -2.257 3.057 -3.544
O -0.908 0.938 -2.893
H -1.174 -2.348 -2.892
C 5.689 3.779 -8.092
H -3.654 2.325 2.660
H -1.498 0.186 4.654
O 1.606 0.383 7.042
H 3.382 -1.846 -0.662
C -3.625 -0.505 3.049
O -2.197 -0.069 0.034
H -5.156 -0.219 0.264
P 3.724 4.324 -6.442
H -3.938 3.234 -4.037
H 6.583 3.135 -8.033
H -2.800 -2.614 -2.174
H -3.366 0.442 3.507
O 1.996 -2.796 2.883
O -2.789 -0.927 -3.330
O -2.752 2.696 -0.933
H -5.305 -4.469 3.942
H 0.553 -3.351 -0.997
H -2.126 1.747 5.235
O -0.190 1.407 5.712
O 0.322 -1.119 5.340
H 3.724 -3.901 -3.625
P 3.428 -3.030 2.620
H 5.460 -4.305 -3.806
O 0.335 -0.200 -0.240
O -0.714 1.557 1.262
C 1.647 3.756 -5.022
C 4.687 -3.592 -4.055
H -6.010 -4.895 5.533
H 5.599 -0.468 -6.048
C -2.202 -0.544 -6.211
H 2.110 -1.918 0.572
O -0.680 -0.973 1.937
O -3.322 1.260 -3.981
C -3.167 -3.152 1.479
O -0.782 -4.847 -0.222
O 4.514 5.026 -5.236
O 1.431 5.219 -2.010
```

Values from the calculation:
Orbital gap = 0.25970 Eh
Net charge = -1
Maximum force = 2.81 eV/Å
Highest occupied orbital energy = -0.1900 Ha
Energy = -209574.929 eV
Multiplicity = 1
E_LUMO = 0.070 hartree


2.
Computed, not measured: C28H14Br4NO4RhS as an isolated structure at a distorted geometry, with ωB97M-V/def2-TZVPD.

XYZ file:
```
53
Properties=species:S:1:pos:R:3
H 3.629 2.342 -0.166
C 1.822 0.243 0.167
H 3.978 0.358 0.302
H -1.133 3.607 -0.654
C -0.378 -0.744 -2.993
H 0.577 0.444 -4.485
H 0.642 5.312 -0.873
H -1.123 -4.355 1.743
S -1.224 0.669 -2.367
C -3.174 2.882 3.982
C -0.565 -2.043 -2.489
Br -3.421 3.354 5.803
C 1.579 1.655 -0.121
Br -5.122 4.897 3.404
H 3.027 4.679 -0.627
C 0.229 2.008 -0.238
O -1.470 -3.608 -0.956
C -2.255 1.877 3.641
C 3.253 -1.573 0.804
H -0.097 -4.087 -2.714
H 1.340 -3.770 -4.736
C 0.907 4.283 -0.654
O -1.174 0.570 1.983
C 1.048 -1.635 -4.752
Br -4.608 3.989 0.221
O -2.042 -1.462 -0.668
H 4.233 -1.998 0.997
C 2.250 3.931 -0.520
H 1.669 -1.462 -5.626
C 0.065 -3.104 -3.138
Rh -1.015 0.551 -0.082
C -0.324 -2.535 1.028
C 0.841 -1.797 0.734
C -0.219 -3.793 1.550
C -0.093 3.336 -0.527
C 2.179 -3.678 1.532
N 0.737 -0.517 0.238
C -3.884 3.523 2.984
H 3.157 -4.105 1.724
O -2.598 1.789 0.039
H 1.093 -5.387 2.191
H -1.291 -2.110 0.796
Br -1.242 0.956 4.950
C -3.678 3.155 1.644
C -2.027 1.496 2.319
C 0.863 -2.921 -4.258
C 2.103 -2.367 1.015
C -2.780 2.154 1.284
C -1.456 -2.400 -1.269
C 2.584 2.616 -0.259
C 1.036 -4.379 1.796
C 0.437 -0.566 -4.118
C 3.116 -0.282 0.417
```

Values from the calculation:
Orbital gap = 0.21076 Eh
Net charge = -2
Maximum force = 1.34 eV/Å
Highest occupied orbital energy = -0.0597 Ha
Energy = -332960.599 eV
Multiplicity = 1
E_LUMO = 0.151 hartree